Record 1
19
Properties=species:S:1:pos:R:3:lowdin_charge:R:1 method="wB97M-V/def2-TZVPD" e_tot_ev=-5410.44997 orbital_gap_ev=12.009 e_homo_ev=-10.8 largest_force_ha_per_bohr=0.07516 lumo_ev=1.163
C -0.8905 -0.8512 -1.8216 -0.096
C -0.7224 -1.4172 -0.3273 -0.283
C 0.5305 -2.2361 -0.4285 -0.145
H -1.6595 -1.4619 -2.3368 0.074
H -1.3051 0.1203 -1.7819 0.033
H 0.0546 -0.8723 -2.3956 0.062
H -1.5749 -1.9692 0.1093 0.097
H -0.6411 -0.6906 0.4973 0.066
H 1.2976 -1.9766 0.2055 0.031
H 0.9505 -2.0281 -1.4330 0.053
H 0.1942 -3.3433 -0.4093 0.107
C 0.5233 1.5901 1.8068 -0.208
C 0.3823 2.5671 0.6921 -0.189
H 1.3951 0.9608 1.6804 0.058
H 0.9445 2.0090 2.7343 0.063
H -0.4538 1.1217 2.0321 0.072
H 0.7109 2.0636 -0.1665 0.028
H 0.9506 3.6094 0.7826 0.112
H -0.6869 2.8046 0.5602 0.065

***

Record 2
19
Properties=species:S:1:pos:R:3:lowdin_charge:R:1 method="wB97M-V/def2-TZVPD" e_tot_ev=-5410.84847 orbital_gap_ev=12.386 e_homo_ev=-11.2 largest_force_ha_per_bohr=0.06333 lumo_ev=1.139
C 1.6517 0.9480 -1.2605 -0.129
C 1.1571 -0.2604 -2.1599 -0.292
C 0.0043 -0.9097 -1.4170 -0.142
H 2.3316 0.7056 -0.4275 0.054
H 2.1103 1.8291 -1.7438 0.055
H 0.6787 1.3010 -0.6633 0.090
H 1.9679 -1.0213 -2.4208 0.118
H 0.8651 0.2371 -3.0824 0.087
H 0.3114 -1.5956 -0.7205 0.044
H -0.5191 -1.4147 -2.1735 0.052
H -0.6695 -0.1224 -1.1028 0.065
C -0.8034 -0.6256 2.0092 -0.158
C -1.6481 0.7322 2.2881 -0.146
H -0.9755 -1.2427 2.8512 0.038
H -1.2668 -1.0933 1.1881 0.021
H 0.2483 -0.3660 1.8485 0.060
H -2.6233 0.3003 2.6935 0.074
H -1.0044 1.2714 2.9761 0.040
H -1.8162 1.3268 1.3175 0.070

***

Record 3
19
Properties=species:S:1:pos:R:3:lowdin_charge:R:1 method="wB97M-V/def2-TZVPD" e_tot_ev=-5411.41937 orbital_gap_ev=12.185 e_homo_ev=-11.1 largest_force_ha_per_bohr=0.03185 lumo_ev=1.131
C 0.5362 2.4077 0.9447 -0.133
C 1.6227 1.3679 0.8462 -0.319
C 1.2427 -0.0622 1.2243 -0.119
H -0.0451 2.4926 1.8657 0.072
H 0.8764 3.3795 0.5876 0.066
H -0.2866 2.2159 0.2387 0.065
H 1.9555 1.3481 -0.1909 0.099
H 2.4931 1.6294 1.4531 0.096
H 2.1024 -0.7325 1.1813 0.071
H 0.8407 -0.2005 2.2265 0.073
H 0.4908 -0.4239 0.5267 0.015
C -1.7167 -2.3440 -1.6909 -0.149
C -1.2950 -1.0138 -1.0041 -0.173
H -1.3663 -3.1049 -1.0203 0.053
H -2.7949 -2.4917 -1.7873 0.059
H -1.2982 -2.3953 -2.6895 0.058
H -0.3398 -0.7661 -1.4302 0.049
H -1.7542 -0.0839 -1.3372 0.066
H -1.2635 -1.2224 0.0558 0.054

***

Record 4
19
Properties=species:S:1:pos:R:3:lowdin_charge:R:1 method="wB97M-V/def2-TZVPD" e_tot_ev=-5409.79042 orbital_gap_ev=12.262 e_homo_ev=-11.2 largest_force_ha_per_bohr=0.15934 lumo_ev=1.095
C -3.1483 0.9790 -0.3236 -0.097
C -1.5447 0.5247 -0.2584 -0.217
C -1.5974 -1.0247 -0.0340 -0.104
H -3.6590 1.3138 0.6286 0.079
H -3.8036 0.2322 -0.7321 0.040
H -3.2226 1.7519 -1.0106 0.015
H -1.0545 0.9329 -1.1602 0.087
H -1.1000 1.0981 0.5447 0.074
H -1.6481 -1.1174 0.9302 0.003
H -2.4017 -1.5388 -0.5223 0.067
H -0.6730 -1.5265 -0.2029 0.053
C 3.5091 -0.6840 0.6162 -0.141
C 2.5092 0.3678 0.0038 -0.140
H 2.8878 -1.3201 1.1969 0.030
H 4.0151 -1.5156 -0.1527 0.131
H 4.1406 -0.1521 1.2017 0.005
H 3.0689 1.2210 -0.3592 0.062
H 1.7269 0.6011 0.5072 -0.032
H 1.9952 -0.1432 -0.8736 0.085

***

Record 5
19
Properties=species:S:1:pos:R:3:lowdin_charge:R:1 method="wB97M-V/def2-TZVPD" e_tot_ev=-5410.45315 orbital_gap_ev=12.113 e_homo_ev=-11.0 largest_force_ha_per_bohr=0.10811 lumo_ev=1.102
C 1.2229 -1.7259 1.0495 -0.121
C 2.0284 -0.3871 1.1103 -0.308
C 1.4206 0.8862 1.7316 -0.116
H 1.2471 -2.2516 2.0125 0.069
H 1.7617 -2.3446 0.4249 0.031
H 0.2044 -1.5304 0.7261 0.054
H 3.0860 -0.6957 1.6684 0.148
H 2.3563 -0.3321 0.1031 0.063
H 0.3595 1.0723 1.3477 0.090
H 1.5011 0.9053 2.8737 0.096
H 1.9781 1.6650 1.4754 -0.005
C -2.1068 -0.0963 -1.5343 -0.178
C -2.0486 1.3131 -2.0465 -0.176
H -1.6183 -0.2044 -0.5680 0.039
H -3.2205 -0.2657 -1.4594 0.080
H -1.7236 -0.9476 -2.0853 0.060
H -2.0990 2.0399 -1.3536 0.018
H -3.0196 1.5117 -2.6012 0.083
H -1.3300 1.3879 -2.8750 0.072

***

Record 6
19
Properties=species:S:1:pos:R:3:mulliken_spin:R:1 method="wB97M-V/def2-TZVPD" e_tot_ev=-5399.88271 multiplicity=2 orbital_gap_ev="10.428 / 2.612" e_homo_ev="-14.1 / -14.0" largest_force_ha_per_bohr=0.03763 lumo_ev="-3.647 / -11.342" total_charge=+1
C 0.1250 2.6654 1.9236 0.114
C -0.8239 1.7520 2.5567 0.206
H 0.0300 2.7579 0.8471 0.025
H -0.3316 3.6334 2.3438 0.214
H 1.1078 2.6254 2.4025 0.027
H -1.0488 1.9981 3.6434 0.163
H -0.5210 0.6866 2.8937 0.223
H -1.7203 1.5948 1.9546 0.001
C 0.5067 -2.0528 -1.6982 0.003
C -1.0103 -1.8129 -1.4889 0.007
C 1.2973 -0.7437 -1.5473 0.010
H 0.8921 -2.8284 -1.0376 0.001
H 0.6279 -2.4337 -2.7144 0.000
H -1.4670 -1.4489 -2.4023 0.000
H -1.1910 -1.2986 -0.5394 0.000
H 2.0376 -0.9108 -0.7597 0.005
H 1.6964 -0.3721 -2.4831 0.000
H -1.5364 -2.7483 -1.3067 0.002
H 0.6729 0.0020 -1.0345 0.001

***

Record 7
19
Properties=species:S:1:pos:R:3:mulliken_spin:R:1 method="wB97M-V/def2-TZVPD" e_tot_ev=-5400.37812 multiplicity=2 orbital_gap_ev="11.744 / 3.945" e_homo_ev="-15.0 / -14.9" largest_force_ha_per_bohr=0.04808 lumo_ev="-3.207 / -11.003" total_charge=+1
C 0.1316 -1.3911 1.1055 0.156
C 0.5607 0.0525 0.9651 0.136
C 0.1357 -1.8289 2.5433 0.199
H -0.8310 -1.4580 0.5683 0.071
H 0.8507 -2.1091 0.6430 0.121
H 0.6578 0.6097 1.9100 0.044
H 1.0978 -1.9739 3.0652 0.050
H -0.4080 -1.1325 3.1943 0.021
H -0.0778 0.6564 0.3301 0.003
H 1.6371 0.0992 0.6488 0.122
H -0.2790 -2.8552 2.6210 0.075
C -0.6832 0.7690 -2.3542 0.002
C -0.1681 2.2429 -2.1831 -0.001
H -1.3552 0.7992 -3.1997 0.000
H 0.1853 0.1226 -2.3546 0.000
H -1.2218 0.5489 -1.4332 0.000
H -0.2933 2.6418 -1.1730 0.000
H 0.9013 2.2682 -2.3871 0.000
H -0.6777 2.9596 -2.8186 0.000

***

Record 8
19
Properties=species:S:1:pos:R:3:mulliken_spin:R:1 method="wB97M-V/def2-TZVPD" e_tot_ev=-5400.29565 multiplicity=2 orbital_gap_ev="13.403 / 4.571" e_homo_ev="-16.2 / -15.5" largest_force_ha_per_bohr=0.05249 lumo_ev="-2.811 / -10.930" total_charge=+1
C 1.2684 -1.3439 0.2024 0.200
C 0.1540 -0.7743 1.1952 0.271
C 2.4148 -0.4019 -0.0945 0.026
H 1.5618 -2.2891 0.6954 0.118
H 0.7397 -1.5477 -0.7284 -0.006
H 0.2417 0.3230 1.0999 0.059
H 0.2805 -0.9698 2.2612 0.004
H 2.0731 0.6293 -0.1780 0.035
H 3.2109 -0.4515 0.6466 0.005
H -0.7775 -1.2554 0.9015 0.027
H 2.8359 -0.6908 -1.0581 0.027
C -1.8950 1.7462 -0.1110 0.106
C -1.8190 0.6628 -1.1976 0.017
H -1.1080 2.4941 -0.2191 0.009
H -2.9286 2.0172 0.0517 0.004
H -1.5015 1.2441 0.8495 0.072
H -1.5472 -0.3150 -0.8321 0.009
H -2.7707 0.6015 -1.7195 0.004
H -1.1272 1.0621 -1.9561 0.013

***

Record 9
19
Properties=species:S:1:pos:R:3:mulliken_spin:R:1 method="wB97M-V/def2-TZVPD" e_tot_ev=-5400.75002 multiplicity=2 orbital_gap_ev="11.557 / 4.402" e_homo_ev="-14.8 / -14.7" largest_force_ha_per_bohr=0.03783 lumo_ev="-3.194 / -10.334" total_charge=+1
C -1.1198 -1.4027 -0.1612 0.270
C -0.5678 -1.1782 -1.5120 0.086
C -0.4854 -2.8927 0.3564 0.359
H -2.2032 -1.3807 -0.1168 -0.009
H -0.6417 -0.8240 0.6523 0.068
H 0.1318 -0.3335 -1.5965 0.065
H 0.0896 -2.0386 -1.7970 0.099
H 0.5999 -2.8983 0.3896 0.002
H -0.8670 -3.5624 -0.3779 0.022
H -1.3407 -1.2044 -2.2601 0.004
H -0.8856 -2.9840 1.3607 0.029
C 0.1919 2.6136 0.9345 0.003
C 1.6352 2.5867 0.4038 0.000
H 0.1189 2.4017 1.9869 0.000
H -0.2759 3.5154 0.5396 0.001
H -0.3747 1.8070 0.4307 0.001
H 1.7269 3.1513 -0.5183 0.000
H 1.9561 1.5660 0.1690 0.001
H 2.3114 3.0577 1.1161 0.000

***

Record 10
22
Properties=species:S:1:pos:R:3:lowdin_charge:R:1 method="wB97M-V/def2-TZVPD" e_tot_ev=-10844.41889 orbital_gap_ev=3.905 e_homo_ev=-6.7 largest_force_ha_per_bohr=0.08662 lumo_ev=-2.790
C 0.7604 1.4544 -1.5138 -0.112
C -0.5912 0.9181 -1.1256 -0.171
B -1.1434 0.9751 0.4564 -0.598
C -0.6746 -0.3644 1.2906 -0.199
C 0.9458 -0.4961 1.5279 -0.300
C 1.4935 0.2030 2.9102 -0.095
F 1.2547 -1.9617 1.6266 -0.175
H 1.5069 0.8682 -2.2003 0.020
H 1.0617 2.4889 -1.0348 0.060
H -1.2415 0.4842 -2.0124 0.028
H -2.3419 0.9598 0.4346 0.015
H -0.8576 2.0020 0.9886 0.033
H -1.0791 -1.3083 0.6828 0.088
H -1.3038 -0.3597 2.3032 0.107
H 1.6078 -0.0860 0.6519 0.122
H 0.8479 -0.1006 3.8491 0.083
H 2.5952 -0.2055 3.0815 0.078
H 1.6034 1.3851 2.8354 0.092
O -1.1274 -1.5420 -3.5479 0.309
H -0.2155 -1.5241 -3.9355 0.205
H -1.2814 -2.3680 -3.0223 0.207
H -1.8201 -1.4228 -4.2464 0.203

***

Record 11
21
Properties=species:S:1:pos:R:3:lowdin_charge:R:1 method="wB97M-V/def2-TZVPD" e_tot_ev=-7574.96239 orbital_gap_ev=8.117 e_homo_ev=-8.0 largest_force_ha_per_bohr=0.11769 lumo_ev=0.089
B -2.3086 0.9461 0.0304 0.238
C 1.6447 -0.6739 -0.6434 -0.063
C 0.7321 1.6315 -0.4543 -0.077
C 0.7658 0.0545 1.5742 -0.024
C -1.2466 -1.6177 -0.4285 -0.174
C 0.5914 0.1954 0.0036 -0.634
N -0.7823 -0.2278 -0.3257 -0.131
H -2.0507 2.0010 0.3945 -0.022
H -3.3303 0.3772 -0.1318 -0.002
H 1.3612 -1.2365 -1.5033 0.049
H 2.4438 0.0238 -1.1030 0.107
H 2.0401 -1.5336 -0.0171 0.101
H 1.7431 1.8395 -0.5183 0.044
H 0.2843 2.4658 0.1295 0.078
H 0.0911 1.7663 -1.3656 0.098
H 0.4051 0.9172 1.9904 0.033
H 0.1387 -0.8249 1.7802 0.073
H 1.7949 -0.1907 1.9290 0.087
H -0.6107 -2.3218 -0.9929 0.067
H -1.5244 -2.1791 0.6006 0.108
H -2.1827 -1.4123 -0.9484 0.044

***

Record 12
42
Properties=species:S:1:pos:R:3:lowdin_charge:R:1 method="wB97M-V/def2-TZVPD" e_tot_ev=-207012.34054 orbital_gap_ev=7.461 e_homo_ev=-6.3 largest_force_ha_per_bohr=0.09429 lumo_ev=1.162 total_charge=-1
Hf -0.5464 -0.1344 1.2109 1.502
Cl 2.6251 1.0188 -0.9525 0.676
O 1.5663 0.9699 0.0612 -0.493
O 2.6311 2.2712 -1.6661 -0.309
O 3.8402 0.7429 -0.2092 -0.353
O 2.3652 -0.0886 -1.8476 -0.355
Cl -4.5568 0.1888 0.4438 0.670
O -4.4060 0.5170 -0.9435 -0.342
O -5.1098 -1.1285 0.7903 -0.342
O -3.1769 0.1798 1.0205 -0.555
O -5.2289 1.2460 1.0949 -0.336
C -1.4971 -0.3099 -3.1446 -0.093
C -1.4506 -1.4465 -2.1548 -0.385
O -1.1697 -1.1395 -0.8176 -0.409
H -0.6510 0.3648 -3.0147 0.062
H -2.3861 0.3187 -3.0918 0.063
H -1.4384 -0.7709 -4.1306 0.069
H -0.5320 -1.9765 -2.4068 0.083
H -2.3203 -2.0929 -2.2729 0.111
Br -0.7611 2.2888 2.7219 -0.097
Br -1.3880 -2.2733 2.7271 -0.038
C 3.6896 0.1613 3.4944 0.091
N 2.5112 -0.8705 3.5462 -0.336
O 1.5343 -0.5982 2.7823 -0.170
O 2.6060 -1.7979 4.3162 0.103
H 3.3298 0.8872 2.7652 0.087
H 4.5374 -0.4031 3.1061 0.097
H 3.9345 0.6163 4.4541 0.092
C -2.1866 4.0314 -0.4341 0.059
N -1.4304 2.8746 -1.0479 -0.371
O -1.1196 2.9325 -2.2044 0.111
O -1.2409 1.8976 -0.3173 -0.147
H -3.2217 3.8606 -0.1382 0.106
H -2.2525 4.8199 -1.1839 0.089
H -1.5419 4.3501 0.3850 0.075
C 1.9375 -3.4743 -0.9412 0.069
N 2.2024 -2.5783 0.2242 -0.311
O 1.2855 -1.8368 0.5957 -0.118
O 3.3201 -2.7029 0.8641 0.044
H 2.4630 -2.9208 -1.7194 0.105
H 0.8751 -3.5264 -1.1792 0.098
H 2.3585 -4.4676 -0.7859 0.100